# 1
{"formula": "C25H30N2O7", "method": "ωB97M-V with the def2-TZVPD basis set", "e_homo_ha": -0.2955, "total_energy_ev": -43726.4100, "symbols": ["C", "C", "H", "H", "O", "C", "O", "C", "C", "N", "C", "C", "C", "O", "O", "C", "C", "H", "H", "H", "H", "H", "C", "C", "O", "O", "C", "H", "C", "O", "N", "C", "C", "C", "C", "C", "C", "C", "H", "H", "H", "H", "C", "C", "H", "H", "H", "H", "H", "H", "H", "H", "C", "H", "H", "H", "H", "C", "H", "H", "H", "H", "H", "H"], "xyz": [[-3.41159, -0.76261, 3.06014], [-2.67071, 0.53659, 3.33452], [-2.31578, 0.56684, 4.37009], [-3.29941, 1.40637, 3.12909], [-1.54204, 0.67781, 2.46171], [-0.41269, 0.05491, 2.83178], [-0.25786, -0.50832, 3.88156], [0.61619, 0.13309, 1.75741], [1.09400, 1.27760, 1.25838], [2.04057, 1.24968, 0.24966], [2.49394, 0.09387, -0.32546], [2.06304, -1.11090, 0.12073], [2.45807, -2.38279, -0.48021], [3.20302, -2.54771, -1.42498], [1.84534, -3.40878, 0.14361], [2.11851, -4.72055, -0.33817], [3.40907, -5.27316, 0.25032], [3.55431, -6.29624, -0.08470], [4.25210, -4.66999, -0.07783], [3.36164, -5.25614, 1.33637], [2.18393, -4.69274, -1.43147], [1.25789, -5.31762, -0.02889], [1.07557, -1.22402, 1.26427], [-0.19646, -1.95109, 0.83350], [-0.88022, -2.63676, 1.53694], [-0.49781, -1.63214, -0.43688], [-1.78189, -2.00987, -0.92329], [-1.66092, -2.34829, -1.95584], [-2.75299, -0.82601, -0.83733], [-3.80553, -0.93059, -0.23671], [-2.37683, 0.31431, -1.44470], [-1.21243, 0.49775, -2.27867], [-0.56400, 1.84712, -2.09901], [-1.12282, 2.83434, -1.29356], [-0.48961, 4.06884, -1.19509], [0.68813, 4.32097, -1.87424], [1.24386, 3.33461, -2.67373], [0.61492, 2.10899, -2.78751], [1.03415, 1.34044, -3.42103], [2.15834, 3.52728, -3.21560], [1.16720, 5.28493, -1.78806], [-0.93580, 4.84121, -0.58413], [-2.39379, 2.55270, -0.54850], [-3.19869, 1.49760, -1.30085], [-4.09885, 1.21604, -0.75338], [-3.47691, 1.86700, -2.29432], [-2.97778, 3.46611, -0.42664], [-2.15115, 2.16438, 0.44583], [-0.46873, -0.26920, -2.06486], [-1.51013, 0.39912, -3.33578], [-2.18703, -2.81798, -0.30629], [1.49292, -1.79806, 2.10227], [3.49787, 0.30844, -1.40919], [3.18793, 1.12927, -2.05283], [4.45985, 0.56482, -0.96525], [3.62434, -0.59658, -1.99301], [2.37824, 2.12920, -0.10907], [0.76652, 2.64487, 1.76579], [1.64321, 3.07326, 2.25248], [-0.04383, 2.60708, 2.48480], [0.48061, 3.29517, 0.94055], [-3.76206, -0.79295, 2.03102], [-4.26264, -0.84430, 3.73017], [-2.74632, -1.60721, 3.22406]]}

=====

# 2
{"formula": "BH20O8", "method": "ωB97M-V with the def2-TZVPD basis set", "charge": -1, "e_homo_ha": -0.1948, "total_energy_ev": -17379.9121, "symbols": ["B", "H", "H", "H", "H", "O", "H", "H", "O", "H", "H", "O", "H", "H", "O", "H", "H", "O", "H", "H", "O", "H", "H", "O", "H", "H", "O", "H", "H"], "xyz": [[0.37938, -0.44257, 0.11623], [0.60954, 0.37059, -0.55463], [-0.53427, -0.28862, 0.66921], [0.43010, -1.40167, -0.37548], [1.12215, -0.38066, 0.89642], [0.02318, 3.82053, 1.38663], [0.01797, 2.90445, 1.10909], [-0.05138, 3.78281, 2.34018], [0.07496, -3.38571, 3.08426], [0.08779, -2.62270, 2.50644], [0.47335, -3.07717, 3.89809], [-0.03738, 2.63032, -3.89334], [0.47708, 3.43752, -3.89418], [-0.37414, 2.56129, -3.00000], [3.76752, -0.81666, -2.50845], [3.35221, -1.20981, -3.27603], [3.03905, -0.47458, -1.99024], [3.77457, 1.86716, 2.79962], [3.34825, 1.24764, 2.20744], [4.41988, 1.34175, 3.27263], [-4.15868, -1.72591, -0.75125], [-3.30495, -1.85812, -0.33907], [-4.56893, -2.59061, -0.73621], [-3.67700, 0.89207, 4.03655], [-4.16436, 1.15648, 3.25630], [-4.07992, 0.06555, 4.30255], [0.11664, -2.21249, -4.92430], [-0.45765, -1.77845, -5.55520], [-0.10486, -1.81250, -4.08337]]}

=====

# 3
{"formula": "C49H59N7O2P2SSi2Zr", "method": "ωB97M-V with the def2-TZVPD basis set", "charge": 2, "e_homo_ha": -0.4564, "total_energy_ev": -112742.5567, "symbols": ["Zr", "C", "C", "N", "N", "C", "N", "S", "C", "C", "C", "C", "C", "N", "H", "H", "H", "H", "H", "H", "H", "H", "H", "O", "P", "C", "P", "O", "C", "C", "C", "C", "C", "C", "C", "C", "C", "C", "C", "C", "C", "C", "C", "C", "C", "C", "C", "C", "C", "C", "C", "C", "H", "H", "H", "H", "H", "H", "H", "H", "H", "H", "H", "H", "H", "H", "H", "H", "H", "H", "H", "H", "H", "H", "C", "Si", "C", "C", "C", "C", "C", "C", "C", "C", "N", "Si", "C", "C", "C", "H", "H", "H", "H", "H", "H", "H", "H", "H", "H", "H", "H", "H", "H", "H", "H", "H", "H", "H", "H", "H", "H", "C", "N", "C", "C", "N", "C", "H", "H", "H", "H", "H", "H"], "xyz": [[-0.18642, -0.02181, 0.14263], [-0.53106, -2.14648, -3.82249], [-0.63516, -1.66291, -2.41425], [-0.11111, -0.53964, -2.01398], [0.56086, 0.16069, -2.95859], [0.92562, 1.39136, -2.66916], [1.62098, 2.02369, -3.63515], [0.57223, 2.25138, -1.22903], [-1.32591, -2.46519, -1.40889], [-1.89329, -3.69882, -1.71480], [-2.48549, -4.44731, -0.71194], [-2.48183, -3.95292, 0.58239], [-1.91899, -2.71139, 0.80640], [-1.37164, -1.96838, -0.15405], [-0.07557, -1.37734, -4.43420], [-1.51872, -2.38316, -4.22103], [0.08523, -3.04754, -3.86798], [1.68692, 1.59670, -4.54479], [1.75308, 3.01632, -3.55980], [-1.86430, -4.06788, -2.72927], [-2.93342, -5.40618, -0.93677], [-2.90608, -4.51441, 1.40235], [-1.91807, -2.28136, 1.79677], [0.26363, -0.84721, 2.19884], [1.29535, -1.37033, 3.17144], [2.82331, -1.83066, 2.28116], [2.38258, -2.66116, 0.69930], [1.26038, -1.97959, -0.03138], [3.90300, -2.78792, -0.25662], [3.76095, -3.21664, -1.57636], [4.88061, -3.43201, -2.36046], [6.14641, -3.22692, -1.82520], [6.28993, -2.80475, -0.51145], [5.17049, -2.58632, 0.27754], [1.94894, -4.36169, 1.09576], [2.79239, -5.16980, 1.85402], [2.44606, -6.48591, 2.10170], [1.26431, -7.00263, 1.58530], [0.44405, -6.21201, 0.79379], [0.79102, -4.89403, 0.54141], [0.69133, -2.78957, 4.09538], [1.56899, -3.58981, 4.82270], [1.07539, -4.61102, 5.61564], [-0.29287, -4.83421, 5.69291], [-1.17186, -4.01279, 5.00156], [-0.68225, -2.98447, 4.21235], [1.72932, -0.15594, 4.42635], [3.02115, -0.03069, 4.92968], [3.28005, 0.88228, 5.94021], [2.25263, 1.66303, 6.45211], [0.95732, 1.52074, 5.97036], [0.69286, 0.60714, 4.96379], [3.45818, -2.48241, 2.88239], [3.35883, -0.91234, 2.05131], [2.76530, -3.37527, -1.97795], [4.77268, -3.76570, -3.38376], [7.02407, -3.39727, -2.43430], [7.27814, -2.64648, -0.10045], [5.29977, -2.25224, 1.30027], [3.73465, -4.78155, 2.22575], [3.09856, -7.11674, 2.69086], [0.99214, -8.03044, 1.78592], [-0.45802, -6.62733, 0.36291], [0.18032, -4.26859, -0.09700], [2.63697, -3.40808, 4.79766], [1.75835, -5.22973, 6.18270], [-0.67373, -5.63643, 6.31067], [-2.23931, -4.16460, 5.09368], [-1.36172, -2.30823, 3.70864], [3.83063, -0.63961, 4.54335], [4.28241, 0.98238, 6.33441], [2.46065, 2.37755, 7.23742], [0.15661, 2.11993, 6.38339], [-0.31694, 0.48091, 4.58774], [-4.94501, 1.61965, 1.69172], [-3.64992, 0.34570, 1.15422], [-4.59595, -1.06201, 0.30315], [-2.92591, -0.14948, 2.84629], [-2.28708, 1.04142, -0.00547], [-1.67626, 2.10983, 0.80954], [-2.13224, 3.42475, 0.97943], [-1.50888, 4.25391, 1.88376], [-0.40755, 3.78433, 2.60541], [0.02916, 2.50794, 2.35785], [-0.57363, 1.69001, 1.48379], [-3.18347, 1.64991, -1.59771], [-4.88348, 2.43472, -1.29279], [-2.30412, 2.95372, -2.64865], [-3.54378, 0.15464, -2.70627], [-5.42417, 1.28191, 2.61300], [-5.72927, 1.76368, 0.94994], [-4.49710, 2.59422, 1.89687], [-4.79922, -1.87524, 1.00253], [-4.08044, -1.47126, -0.56516], [-5.56358, -0.68607, -0.03539], [-3.52692, -0.93708, 3.30981], [-2.96702, 0.71266, 3.51711], [-1.89095, -0.47310, 2.79798], [-2.98949, 3.76317, 0.41496], [-1.87560, 5.25948, 2.04499], [0.09067, 4.40339, 3.33721], [0.88189, 2.10238, 2.88471], [-4.86204, 3.29613, -0.62239], [-5.60268, 1.71902, -0.89126], [-5.27774, 2.78481, -2.24869], [-1.78286, 3.70730, -2.06095], [-3.05700, 3.46299, -3.25493], [-1.58545, 2.50376, -3.33390], [-4.52469, -0.27230, -2.48784], [-2.80151, -0.63176, -2.60541], [-3.55628, 0.47209, -3.75142], [4.79240, 3.17231, 0.32516], [3.95563, 2.00542, 0.11190], [4.05829, 1.10719, -0.91648], [3.04284, 0.21820, -0.74632], [2.30843, 0.55900, 0.37121], [2.89501, 1.64559, 0.84690], [5.82381, 2.87876, 0.51191], [4.42005, 3.73068, 1.17983], [4.76242, 3.81566, -0.55211], [4.82921, 1.16341, -1.66549], [2.79004, -0.61988, -1.36841], [2.59205, 2.19366, 1.72375]]}

=====

# 4
{"formula": "C51H28IN6O7Ta", "method": "ωB97M-V with the def2-TZVPD basis set", "charge": -2, "e_homo_ha": -0.0697, "total_energy_ev": -86264.3624, "symbols": ["Ta", "I", "C", "C", "C", "C", "C", "C", "C", "C", "C", "C", "H", "H", "H", "H", "H", "H", "C", "C", "C", "C", "C", "C", "C", "C", "C", "C", "C", "C", "C", "C", "C", "N", "H", "H", "H", "H", "H", "H", "H", "H", "H", "H", "O", "C", "O", "C", "C", "C", "C", "C", "C", "O", "N", "O", "O", "N", "O", "O", "H", "H", "C", "C", "C", "C", "C", "C", "C", "C", "C", "C", "C", "C", "C", "C", "C", "H", "H", "H", "H", "H", "H", "H", "H", "H", "H", "N", "C", "C", "C", "N", "C", "N"], "xyz": [[-0.61735, 0.01177, -0.04794], [1.62832, -1.98947, 0.30607], [2.90098, -0.95702, -0.96670], [4.22068, -1.30268, -0.97823], [5.09676, -0.65709, -1.87409], [4.59976, 0.27587, -2.73347], [3.22592, 0.62553, -2.73316], [2.74718, 1.57633, -3.66018], [1.42670, 1.91020, -3.64651], [0.55218, 1.34036, -2.70007], [0.92991, 0.41411, -1.74408], [2.31818, 0.03216, -1.80462], [4.59376, -2.06218, -0.30400], [6.14974, -0.90931, -1.87222], [5.25295, 0.77931, -3.43784], [3.44190, 2.02094, -4.36475], [1.03694, 2.63388, -4.35412], [-0.47052, 1.68398, -2.73036], [-3.80653, 2.05792, -2.48015], [-4.36101, 1.08338, -3.30260], [-3.82340, -0.18937, -3.28603], [-2.72520, -0.48764, -2.47291], [-2.14521, 0.47426, -1.63173], [-2.73386, 1.74947, -1.66074], [-2.17841, -1.86748, -2.54312], [-3.05870, -2.98740, -2.49203], [-2.54257, -4.24422, -2.52512], [-1.14140, -4.41813, -2.64418], [-0.51674, -5.68578, -2.68062], [0.83924, -5.78232, -2.81312], [1.62846, -4.61456, -2.91669], [1.05048, -3.37822, -2.86865], [-0.35164, -3.25276, -2.71779], [-0.88097, -2.00115, -2.64709], [-4.22508, 3.05788, -2.46403], [-5.20521, 1.31316, -3.94207], [-4.24209, -0.96245, -3.92274], [-2.34163, 2.51340, -0.99986], [-4.12151, -2.81761, -2.37681], [-3.18020, -5.11600, -2.43385], [-1.13153, -6.57263, -2.58089], [1.31593, -6.75464, -2.82879], [2.70336, -4.70293, -3.01892], [1.63338, -2.46708, -2.93091], [-4.41379, 0.83573, 1.71388], [-3.46010, 0.16645, 1.35552], [-2.33581, 0.66452, 0.96769], [-3.58045, -1.34785, 1.43655], [-4.71153, -1.84760, 2.04152], [-4.90510, -3.21874, 2.16959], [-3.96204, -4.11895, 1.71880], [-2.81907, -3.62524, 1.13172], [-2.59455, -2.23540, 0.92137], [-1.57984, -1.83252, 0.24530], [-1.82374, -4.61204, 0.72250], [-0.64928, -4.31206, 0.76207], [-2.23178, -5.71043, 0.36613], [-6.11941, -3.72812, 2.78823], [-6.25018, -4.93946, 2.88995], [-6.95695, -2.92699, 3.16059], [-5.44499, -1.14322, 2.40621], [-4.10550, -5.18202, 1.82931], [0.19205, 1.75736, 0.46563], [0.92184, 2.65277, 0.97107], [1.78124, 3.55778, 1.47281], [1.50212, 4.14793, 2.79701], [1.86311, 5.45900, 3.12802], [1.55078, 5.99755, 4.36785], [0.86359, 5.24618, 5.31108], [0.48660, 3.94671, 4.99293], [0.80270, 3.40718, 3.75844], [2.98536, 3.87376, 0.68458], [4.16226, 4.36361, 1.26713], [5.30114, 4.58889, 0.50845], [5.30872, 4.32229, -0.85415], [4.15574, 3.81578, -1.44322], [3.01519, 3.59850, -0.69104], [2.37578, 6.06998, 2.39577], [1.83885, 7.01865, 4.59270], [0.62135, 5.66688, 6.27943], [-0.05167, 3.34180, 5.71255], [0.50699, 2.39284, 3.51940], [4.19091, 4.54177, 2.33386], [6.19771, 4.95920, 0.99326], [6.20135, 4.49239, -1.44428], [4.14157, 3.57852, -2.50119], [2.12863, 3.18617, -1.16003], [-0.26777, -0.44769, 2.20055], [-0.06234, -0.62607, 3.32414], [0.19636, -0.86037, 4.67207], [-0.86658, -0.93768, 5.60101], [-1.72033, -1.01007, 6.37620], [1.52486, -1.08393, 5.10186], [2.60411, -1.27749, 5.46697]]}